[1]
A 2-piece molecular cluster, C11H15NO overall in a non-equilibrium geometry. Source: the Open Molecules 2025 dataset; level of theory: ωB97M-V/def2-TZVPD.

XYZ file:
```
28
Properties=species:S:1:pos:R:3:forces:R:3
H 2.91453 1.10763 0.03943 0.97 0.68 0.64
C -0.22947 -1.12297 -1.87370 -1.16 -1.45 0.62
H 3.71263 -0.35203 -0.19218 0.61 -0.39 0.42
H -1.54036 2.90269 0.66925 0.09 -0.47 -0.39
C 1.00875 -0.81383 0.11241 0.11 1.05 1.01
H 3.92664 0.41270 1.49366 0.64 0.56 -0.41
H -0.47100 -1.25194 2.89684 0.26 0.20 -0.24
H 1.81829 -0.52797 3.31615 0.15 0.57 -0.09
C -1.29295 -1.73903 -1.12306 0.85 1.12 -1.17
H -0.95603 4.11884 -0.19201 0.80 0.10 -0.86
C 3.31895 0.26086 0.61411 -2.39 -0.62 -0.17
H 0.01270 2.58907 0.07650 0.30 -0.06 -0.82
C 1.42099 -0.49855 2.31250 -0.17 0.12 -0.36
H -1.27864 2.13530 -2.27824 0.85 0.81 0.03
O -2.29950 1.17128 -0.98008 -0.43 -0.72 0.84
H -2.55202 3.13463 -1.68427 0.10 0.07 0.43
C -0.16859 -1.10896 0.83468 1.87 0.16 -0.16
H -2.07004 -1.96389 0.92596 -0.15 -0.02 -0.62
C -1.75908 2.45231 -1.35107 -0.92 -1.22 -1.36
C 0.96314 -0.78557 -1.29190 -0.92 1.65 -0.15
C 2.00334 -0.33386 1.08602 -0.46 -1.18 -0.78
N 0.07226 -0.82207 2.15544 0.12 -0.90 0.59
C -1.27915 -1.64639 0.23968 -1.18 -0.72 0.49
H -3.26002 1.00085 -0.98474 0.74 0.99 -0.15
H -0.48358 -0.92068 -2.90046 0.47 -0.08 -0.35
H -2.11433 -2.06837 -1.74511 -0.31 -0.20 0.53
C -0.92348 3.02885 -0.25148 -1.55 0.58 2.30
H 1.56819 -0.09613 -1.88081 0.69 -0.64 0.19
```
Forces are in eV/Å.

Its total charge is 0. As for the structure (SMILES): Cc1c[nH]c2ccccc12.CCO. The HOMO energy comes out at -7.70 eV. As for the frontier orbital gap: 8.58 eV.


[2]
A 2-piece molecular cluster, C11H15NO overall in a non-equilibrium geometry. Source: the Open Molecules 2025 dataset; level of theory: ωB97M-V/def2-TZVPD.

XYZ file:
```
28
Properties=species:S:1:pos:R:3:forces:R:3
H 2.46098 -0.00188 1.78835 0.42 0.21 0.59
O 2.17801 -1.98392 0.21995 -0.53 -1.35 -0.58
H 1.26397 -1.90329 0.53314 0.55 0.54 0.40
H 1.18321 -3.58871 -0.60860 -0.35 0.40 -0.43
C 1.67294 -2.03058 -2.19372 0.81 -0.08 0.17
H -3.80216 0.87483 -1.08494 0.51 0.46 -0.45
H 0.79837 1.00206 3.30658 -0.02 -0.01 0.08
C 0.34251 1.26790 -0.44718 1.49 -0.90 -0.26
C -0.62620 1.38348 1.75874 2.65 0.01 1.54
C 1.95156 -2.86155 -0.90991 -0.84 0.55 -0.23
H -3.05773 2.42795 -1.49367 0.01 0.37 -0.14
C 0.67242 1.11610 2.23307 -0.81 -1.22 2.28
H 2.20012 -1.06496 -2.12249 0.14 -0.54 0.05
C -2.22103 1.37099 0.15438 2.75 -0.12 1.19
H 2.10881 -2.58537 -3.02299 -0.11 0.12 -0.27
H 0.19077 1.25820 -1.50381 -0.18 0.25 -0.64
H 0.67004 -1.73608 -2.47442 -0.53 -0.40 0.41
C -0.75045 1.44227 0.40164 -2.45 -0.06 -0.97
C -2.76194 1.20058 1.39644 -1.43 1.30 -0.62
C 1.57197 0.79717 0.03615 -2.61 0.07 1.70
H 2.34143 0.30671 -0.47893 0.71 0.08 -1.35
H -3.85038 1.27063 1.50065 0.51 -0.39 0.70
C 1.63164 0.57518 1.43443 0.45 1.42 -1.39
C -2.83010 1.41976 -1.17921 -2.01 -0.84 0.18
H 2.76447 -3.53466 -1.13139 0.96 0.34 0.36
H -2.27275 0.93242 -1.97056 0.33 -0.11 0.06
H -2.00841 1.33422 3.41943 0.12 -0.10 0.09
N -1.82204 1.31057 2.43889 -0.53 0.00 -2.50
```
Forces are in eV/Å.

Its total charge is 0. As for the structure (SMILES): Cc1c[nH]c2ccccc12.CCO. The HOMO energy comes out at -7.82 eV. As for the frontier orbital gap: 8.65 eV.


[3]
One molecule with the formula C11H15NO2S in a non-equilibrium geometry. Source: the Open Molecules 2025 dataset; level of theory: ωB97M-V/def2-TZVPD.

XYZ file:
```
30
Properties=species:S:1:pos:R:3:forces:R:3
H 2.22638 -0.26483 0.82219 -0.59 0.97 -0.39
C -0.74688 1.28152 -1.19249 -0.90 1.45 1.49
H -1.41926 -0.60867 -1.52294 0.00 -0.63 0.19
H -0.68082 -2.91509 -1.88388 -1.26 -0.19 0.00
C -1.32587 3.63298 1.95152 1.37 1.13 -4.54
H 0.82321 -3.78159 -1.58873 0.08 -0.35 0.03
C 1.39776 0.23501 0.28203 -0.92 0.01 -1.59
H 2.76358 -2.17890 0.21370 -0.60 -0.04 -0.06
O -0.80693 4.18352 -1.86661 -0.35 0.40 -0.54
H -0.60355 -1.74406 1.69668 -0.38 -0.29 -1.03
C 1.24984 1.65515 0.12134 -1.81 -2.62 0.01
C 1.78263 -2.54489 0.55254 -0.89 -1.53 2.27
C 0.11018 2.14569 -0.49803 0.77 -0.05 -1.30
S -0.12971 3.94619 -0.61520 0.32 -1.41 0.98
C -0.65256 -0.05324 -1.00893 0.95 -0.78 -0.96
H -1.62737 -2.22748 0.16754 0.96 -0.22 1.32
H -2.12123 3.48370 2.66170 0.14 -0.02 0.07
O -2.63516 3.61325 -0.02081 -0.21 -0.10 0.46
H -0.62239 -3.43758 1.18817 -0.38 0.77 -0.63
C 0.45163 -0.62641 -0.38597 1.21 0.68 1.99
H 1.83087 2.35719 0.60557 1.67 1.08 0.99
C 0.49189 -2.14665 -0.15936 0.04 0.88 -0.09
H 1.81353 -3.67621 0.65828 0.12 1.22 -0.44
C -0.67984 -2.38820 0.77838 -0.77 -0.99 0.67
C 0.30427 -2.84077 -1.51003 1.86 1.64 -0.31
H -1.69773 1.58988 -1.58057 0.02 0.83 -0.57
H 1.54000 -2.23821 1.63223 1.17 -0.13 -1.26
H 0.78959 -2.07850 -2.15107 0.02 -1.02 -0.52
H -0.23577 3.90510 2.04066 -1.46 -0.53 0.92
N -1.59031 3.72209 0.61206 -0.17 -0.12 2.86
```
Forces are in eV/Å.

Its total charge is 0. The HOMO energy comes out at -8.97 eV. As for the frontier orbital gap: 9.21 eV.


[4]
C11H15NPSr as an isolated structure in a non-equilibrium geometry. Source: the Open Molecules 2025 dataset; level of theory: ωB97M-V/def2-TZVPD.

XYZ file:
```
29
Properties=species:S:1:pos:R:3:forces:R:3
H 3.91638 -0.06523 0.05420 -0.19 -0.29 -0.09
C -2.44051 2.80148 0.86274 0.58 -0.07 0.14
H 3.93164 -1.82932 -1.71443 -0.36 0.01 0.20
C 0.87963 -1.48446 0.62033 -0.47 0.81 0.10
C 2.05194 -2.69732 -1.10201 0.66 -0.44 -1.26
H 1.92030 0.15603 1.56843 -0.11 -0.08 -0.48
H 0.91986 2.27255 0.25807 -0.36 0.12 0.25
P -2.06735 -1.55486 -2.10844 -0.34 -0.27 -0.61
H -1.20132 -1.53341 0.83022 0.44 0.08 0.09
H -0.49303 -0.17016 1.49325 0.09 0.06 -0.40
C -0.06190 2.50880 0.68630 -3.73 -0.85 -2.00
C 1.98380 -0.63605 0.81695 -1.44 0.18 0.49
C 3.07939 -0.76013 -0.04420 1.57 -0.29 -0.26
H -2.19321 -2.98169 -2.17279 0.09 0.34 -0.01
C -0.36406 3.24750 1.83098 -0.52 -0.20 -0.18
N -0.41298 -0.88667 0.76925 -0.14 -0.80 1.17
H 2.09515 -3.51235 -1.82912 0.09 0.34 0.23
Sr 0.67072 -0.24943 -1.58965 0.04 0.60 -0.04
H -3.24465 -1.35080 -1.31234 0.27 0.01 -0.15
H -2.26520 3.95629 2.76557 0.13 -0.15 -0.19
C 0.95111 -2.59514 -0.24456 -1.15 -0.27 0.83
H 0.37225 3.63735 2.53407 -0.16 -0.07 -0.15
H -1.69268 1.68001 -0.94502 -0.01 0.22 0.38
H -2.71629 -1.32965 -3.36717 0.00 -0.17 0.55
C -1.51910 2.19484 0.00811 3.88 0.86 1.61
H -3.51913 2.80490 0.71160 0.20 -0.01 0.06
C 3.08544 -1.75921 -1.02378 0.61 0.11 -0.08
H 0.10544 -3.28223 -0.31229 0.17 0.25 -0.05
C -1.77164 3.41837 1.95573 0.15 -0.05 -0.12
```
Forces are in eV/Å.

Its total charge is -1. The HOMO energy (alpha / beta) comes out at -0.67 / -0.73 eV. As for the frontier orbital gap (alpha / beta): 3.25 / 3.29 eV.


[5]
C11H16BrClN3O5Pd as an isolated structure. Source: the Open Molecules 2025 dataset; level of theory: ωB97M-V/def2-TZVPD.

XYZ file:
```
38
Properties=species:S:1:pos:R:3:forces:R:3
C 1.16620 -0.62199 -0.63528 -0.01 -0.11 0.17
O 0.30540 0.14650 -0.24212 -0.08 0.14 -0.16
H 1.66079 -2.89044 -3.02407 -0.01 0.00 0.00
Br -1.61817 5.51416 0.72022 0.01 0.00 0.00
O -0.42954 -0.04010 2.99787 -0.12 -0.04 -0.10
O -0.59696 -1.90488 4.45124 -0.03 0.06 -0.09
H -3.94509 4.17048 2.02970 -0.01 0.01 -0.01
Pd -2.29667 0.38738 1.08297 0.09 0.14 -0.10
H -0.55488 -2.08798 -2.99268 0.00 0.00 -0.01
N 2.34639 -0.78904 0.05025 0.00 0.02 -0.01
C 3.49541 -1.46789 -0.50353 -0.01 -0.03 0.01
H 3.07989 -0.55234 1.98159 0.00 0.00 0.00
C 2.07036 -2.07171 -2.42725 0.00 -0.01 0.01
H 3.17882 0.91706 0.98373 0.00 0.00 -0.01
C -3.57827 3.50362 1.26380 0.00 -0.02 0.00
O -1.23583 -2.10250 2.17705 0.02 0.04 0.09
C -1.96432 2.92911 -0.41887 -0.02 0.07 0.04
H 2.57839 -1.38868 -3.12705 0.00 0.00 0.00
C -2.46385 3.82595 0.48061 0.02 -0.05 -0.04
H -2.42711 1.08854 -1.45461 -0.02 0.02 -0.02
H 2.57260 -3.37546 -0.80808 0.00 0.00 0.00
H 4.09255 -1.85484 0.32559 0.00 0.01 0.01
C -4.16760 2.27694 1.05359 -0.08 0.05 -0.07
C -0.20980 -1.15275 -2.54793 0.02 -0.01 0.02
H -0.01640 -0.43246 -3.35350 -0.01 0.01 0.00
H 4.13817 -0.76707 -1.05898 0.00 0.00 -0.01
N -3.81508 1.40474 0.06952 -0.01 -0.08 0.15
C -2.65348 1.69814 -0.58670 0.11 -0.10 0.15
N 0.97353 -1.41109 -1.75708 0.01 0.05 -0.02
Cl -1.20269 -1.22871 3.33309 0.02 -0.12 0.10
H 3.92040 -3.04269 -1.90849 0.00 0.00 0.00
H -0.98435 -0.75605 -1.89870 -0.01 -0.01 0.00
O -2.55451 -0.82303 3.66531 0.12 -0.04 -0.09
C 2.56665 0.03854 1.22094 0.00 -0.01 0.00
H 1.60809 0.36139 1.61580 0.01 -0.02 0.01
H -5.01947 1.97071 1.64934 -0.02 0.03 -0.01
C 3.05665 -2.60209 -1.40752 0.01 0.00 0.00
H -1.07623 3.13052 -0.99978 0.01 -0.01 0.01
```
Forces are in eV/Å.

Its total charge is -1. The HOMO energy comes out at -4.24 eV. As for the frontier orbital gap: 6.88 eV.


[6]
A 2-piece molecular cluster, C11H16BrIN2O4P overall in a non-equilibrium geometry. Source: the Open Molecules 2025 dataset; level of theory: ωB97M-V/def2-TZVPD.

XYZ file:
```
36
Properties=species:S:1:pos:R:3:forces:R:3
O 4.00657 -1.00014 1.43536 -0.27 -0.05 -0.35
C 0.28376 2.55391 -0.25580 0.68 -0.20 0.27
H 1.99313 -1.16098 1.98868 0.06 0.11 -0.10
C 3.26197 -1.75497 3.58902 -0.43 -0.29 0.16
Br 0.97003 2.91691 2.59443 0.08 -0.13 -0.29
N -1.04169 0.18485 -3.78781 0.08 -0.10 -0.70
O 1.10965 -1.03550 -1.90623 -0.20 0.16 -0.44
C -2.78491 -1.13454 -0.42264 0.05 -0.10 0.20
C -2.78131 0.35878 -0.81490 -0.22 -0.41 -0.07
H -0.03252 3.21339 -1.06144 -0.15 -0.06 -0.02
H 2.43236 -2.27703 4.09994 0.05 0.04 -0.04
H -2.10630 -3.08807 -0.92870 0.00 0.03 -0.03
H -3.78429 -1.52216 -0.63609 -0.05 0.21 -0.06
H 0.98201 1.10689 -3.39584 0.10 0.25 0.07
H 4.17918 -2.31861 3.78024 0.08 0.08 -0.06
C -1.74970 -2.06282 -1.05672 -0.18 -0.30 0.35
C -0.27692 0.36749 0.72669 -0.19 -0.17 -0.13
P 1.49249 0.42807 -1.34444 0.92 -0.03 0.84
C -0.17322 3.16192 1.04993 -0.64 0.51 0.15
C 3.00631 -1.63753 2.06352 0.26 0.08 0.48
H -1.60590 -1.92035 -2.12444 0.04 0.09 -0.04
H -0.80999 -2.01799 -0.50971 0.15 0.15 -0.29
C -1.50578 1.04379 -1.36456 0.11 0.53 0.46
H 3.35686 -0.76172 4.03630 0.10 0.04 -0.07
C -0.16811 1.08278 -0.52341 -0.21 0.47 -0.60
H 1.38023 2.56852 -0.24509 -0.04 0.02 0.05
H -3.54345 0.50392 -1.57976 0.13 0.07 -0.07
H 0.44134 -1.06408 -2.60859 0.07 -0.12 0.10
I -3.61260 1.47650 0.83128 -0.01 0.06 -0.17
H 2.79585 -2.69808 1.72862 0.16 0.01 -0.13
N -0.35663 -0.20246 1.71769 -0.17 -0.20 0.27
O 1.53302 1.41690 -2.65774 -0.38 -0.42 -0.34
O -1.16076 3.81654 1.16333 0.20 -0.10 -0.12
H -1.80316 2.08888 -1.50425 0.02 -0.06 0.07
H -2.67661 -1.21570 0.65832 0.11 -0.01 -0.04
C -1.25091 0.58270 -2.73520 -0.30 -0.16 0.67
```
Forces are in eV/Å.

Its total charge is -1. The HOMO energy comes out at -2.10 eV. As for the frontier orbital gap: 4.07 eV.


[7]
C11H16ClO2PW as an isolated structure in a non-equilibrium geometry. Source: the Open Molecules 2025 dataset; level of theory: ωB97M-V/def2-TZVPD.

XYZ file:
```
32
Properties=species:S:1:pos:R:3:forces:R:3
C -0.04614 0.62814 -2.61750 0.77 -0.26 -0.07
O -1.61654 2.55544 2.08860 2.14 -2.77 -3.34
C 1.01876 -1.20266 3.34890 1.28 1.92 1.43
C -1.34474 1.15734 -2.39500 -0.18 0.33 0.91
H 0.71776 -2.22656 -0.07140 0.41 0.15 -0.02
H 2.01496 1.02744 -3.01470 0.06 -0.06 -0.09
H 1.00246 0.95474 -4.45740 -0.10 -0.04 0.10
C -1.25164 -0.87206 -1.35920 0.28 0.00 0.90
C -1.10004 1.91694 1.26030 -3.91 4.76 5.61
Cl -0.08354 3.73854 -1.02990 -0.03 -2.75 1.12
H 0.84386 -1.31016 -1.98390 0.05 -0.05 -0.19
H -1.66274 2.14264 -2.68350 -0.15 0.09 -0.22
H 2.12316 -1.09026 3.34070 -0.63 -0.13 0.16
P 0.33206 -0.64506 1.74710 -0.32 -1.94 0.59
C -0.00064 -0.64106 -1.99010 0.42 0.29 0.18
H 0.61006 -0.57176 4.16560 0.35 -0.43 -0.33
W -0.20354 0.95454 -0.19230 -1.83 0.32 -5.35
H 0.76056 -2.26316 3.55270 -0.12 0.65 -0.67
H -2.05114 -0.99286 1.34140 0.01 0.04 0.58
O 2.70616 1.81864 0.53050 -4.47 -0.96 -1.17
H 1.46176 -2.80306 1.39180 0.01 0.68 -0.12
H -1.75934 -0.13706 2.90070 0.38 -0.36 -0.32
H -1.49514 -1.91456 2.77810 0.05 0.55 -0.29
H -1.51674 -1.74416 -0.78600 -0.14 -0.20 -0.13
C 1.60756 1.54714 0.24860 7.73 1.96 1.64
C -1.40334 -0.95006 2.23650 -0.78 -0.92 -0.73
C -2.07874 0.24614 -1.60440 -0.15 0.30 0.40
H -3.08574 0.38264 -1.24770 -0.18 -0.03 -0.07
C 1.28646 -1.88226 0.79830 -0.56 -1.22 -0.52
H 0.91606 2.35764 -3.38270 0.03 0.00 -0.08
C 1.03246 1.27574 -3.41260 0.18 0.22 -0.04
H 2.26576 -1.45706 0.49840 -0.58 -0.12 0.14
```
Forces are in eV/Å.

Its total charge is +2. The HOMO energy (alpha / beta) comes out at -17.49 / -17.44 eV. As for the frontier orbital gap (alpha / beta): 7.56 / 6.30 eV. Its multiplicity is 3.


[8]
A 2-piece molecular cluster, C11H16N overall in a non-equilibrium geometry. Source: the Open Molecules 2025 dataset; level of theory: ωB97M-V/def2-TZVPD.

XYZ file:
```
28
Properties=species:S:1:pos:R:3:forces:R:3
H -4.10479 1.78602 0.12898 -0.12 -0.04 0.05
H 2.78438 -2.04605 -1.32430 0.23 -0.12 0.36
H -2.73858 1.43653 -1.99965 -0.29 0.56 -0.28
C -3.32693 1.04324 0.06946 1.56 -1.15 -1.65
H -0.33900 -2.51361 0.73617 1.43 -0.54 -0.15
H -2.01447 -1.62769 1.71296 0.04 -0.20 0.88
H 1.19680 2.72096 -1.20976 -0.26 -0.38 0.20
H 0.96189 0.14200 -0.45252 -0.29 1.72 0.31
H 0.80592 1.53653 2.16305 0.50 2.90 2.69
H 1.07836 -0.20458 1.87598 -0.33 0.59 -0.17
C -1.46070 0.03421 -1.15261 0.67 -1.07 -0.09
C 0.82779 2.57764 -0.18489 -0.50 -2.05 -0.74
H 1.35504 3.38311 0.41706 -1.08 -1.53 0.11
C 1.95558 -2.65781 -0.97577 0.64 -3.47 0.20
H -0.50217 0.46205 1.57361 0.61 0.47 0.32
C 0.59890 0.75882 1.57466 -0.82 -3.78 -0.76
C -3.06279 0.12992 1.08536 0.01 1.19 -1.17
C -0.09839 -1.84868 -0.11391 -2.24 -0.08 0.21
C -2.09020 -0.82246 1.02005 0.73 -0.96 -1.70
C -1.26446 -0.88143 -0.10100 0.89 0.14 -1.14
H -0.79598 0.01961 -2.04398 -0.63 -0.20 0.71
N 0.78576 -1.86577 -1.01271 -0.79 1.11 0.44
H 2.12844 -3.19088 0.03574 0.00 1.10 -1.33
C -2.54908 0.87100 -1.11344 -0.77 1.17 1.07
H -0.30810 2.62525 -0.24956 1.00 0.84 0.21
H -3.64999 0.19180 1.91424 -1.58 0.01 2.36
C 0.79365 1.04951 0.22926 1.68 1.99 -1.99
H 1.92926 -3.56365 -1.71935 -0.30 1.80 1.04
```
Forces are in eV/Å.

Its total charge is +1. The HOMO energy comes out at -12.88 eV. As for the frontier orbital gap: 7.21 eV.